1.
Entry from the OMol25 dataset: a 2-piece molecular cluster, C25H25NO overall in a non-equilibrium geometry (ωB97M-V/def2-TZVPD).

## Properties
E: -1097.54701 hartree
HOMO: -4.84 eV
Energy relative to the best compared isomer or geometry (same formula, charge and spin): 31.5 kcal per mole

Cartesian coordinates (Å):
1 C 6.9926 2.2154 2.1212
2 C 5.5199 2.0791 2.1015
3 C 4.7434 3.0155 1.4260
4 C 3.3839 2.9131 1.3892
5 C 2.7142 1.8349 2.0404
6 O 1.4820 1.7264 2.0023
7 C 3.5302 0.8909 2.7329
8 C 4.8879 1.0217 2.7511
9 H 7.4517 1.4084 2.6908
10 H 7.3897 2.1850 1.1066
11 H 7.2787 3.1618 2.5798
12 H 5.2370 3.8282 0.9251
13 H 2.7885 3.6397 0.8679
14 H 3.0477 0.0736 3.2366
15 H 5.4906 0.2995 3.2704
16 C -1.9023 2.8532 0.4086
17 C -2.6118 1.6392 -0.0471
18 N -3.9701 1.5661 -0.1862
19 C -4.9133 2.6377 0.1027
20 C -4.3395 0.2925 -0.6489
21 C -3.1587 -0.4474 -0.8285
22 C -3.2343 -1.7383 -1.3636
23 C -4.4649 -2.2803 -1.6413
24 C -5.6356 -1.5553 -1.4145
25 C -5.5854 -0.2681 -0.9330
26 C -2.0506 0.3932 -0.4112
27 C -0.6710 0.0958 -0.4420
28 C -0.0690 -1.1783 -0.7568
29 C -0.5188 -2.3834 -0.1776
30 C -0.0009 -3.5953 -0.5624
31 C 0.9866 -3.6696 -1.5398
32 C 1.4888 -4.9971 -1.9991
33 C 1.4750 -2.4870 -2.0919
34 C 0.9844 -1.2670 -1.6941
35 H -0.8241 2.7131 0.4340
36 H -2.1083 3.6907 -0.2566
37 H -2.2199 3.1322 1.4123
38 H -5.9346 2.3152 -0.0832
39 H -4.8263 2.9243 1.1484
40 H -4.7061 3.5013 -0.5269
41 H -2.3338 -2.2869 -1.5687
42 H -4.5253 -3.2815 -2.0373
43 H -6.5885 -2.0155 -1.6093
44 H -6.4872 0.2922 -0.7659
45 H 0.0027 0.9153 -0.2562
46 H -1.2852 -2.3409 0.5751
47 H -0.3602 -4.5083 -0.1146
48 H 2.2822 -4.8908 -2.7419
49 H 1.8917 -5.5753 -1.1645
50 H 0.6840 -5.5780 -2.4561
51 H 2.2353 -2.5448 -2.8540
52 H 1.3570 -0.3660 -2.1496

Cartesian forces, eV/Å:
0.476 0.027 0.027
-0.136 -0.173 0.098
0.268 -0.282 0.200
-0.014 -0.260 0.098
1.567 0.077 -0.005
-3.269 -0.336 -0.336
-0.234 0.211 -0.179
0.305 0.420 -0.263
0.101 -0.009 0.015
0.257 0.063 -0.059
0.254 0.089 -0.010
0.195 0.358 -0.202
-0.277 0.212 -0.149
-0.245 -0.225 0.128
0.251 -0.284 0.222
-0.020 0.090 -0.003
-1.048 0.104 -0.082
0.914 0.081 0.152
0.251 0.091 0.103
0.572 -0.764 -0.283
-0.535 -0.403 0.003
0.163 0.490 0.073
-0.253 -0.015 -0.074
0.203 -0.194 0.038
0.199 0.763 0.297
1.614 -0.947 -0.216
-1.401 0.725 0.054
0.264 -0.826 -0.184
0.035 0.641 -0.129
0.203 0.011 -0.031
0.035 0.190 -0.151
0.271 -0.258 -0.166
-0.118 -0.428 0.075
-0.603 0.529 0.518
0.030 -0.152 0.144
-0.142 0.105 -0.051
-0.025 0.046 0.088
0.149 -0.147 -0.037
-0.026 0.080 0.040
0.022 0.030 0.004
-0.006 -0.151 -0.037
-0.031 -0.106 -0.072
-0.200 -0.021 -0.070
-0.277 0.092 -0.011
0.360 0.273 0.069
-0.186 0.007 0.206
-0.093 -0.109 0.140
-0.073 0.012 0.073
-0.068 -0.007 -0.028
0.023 -0.014 0.069
0.156 0.072 -0.077
0.144 0.225 -0.030

Löwdin population analysis, charges in e, atoms 1 to 6: -0.0909, -0.3389, -0.0941, -0.0502, -0.5406, -0.1139

2.
Entry from the OMol25 dataset: a 3-piece molecular cluster, C25H26F9O8P overall in a non-equilibrium geometry (ωB97M-V/def2-TZVPD).

## Properties
E: -2810.27562 hartree
HOMO: -8.37 eV

Cartesian coordinates (Å):
1 C 2.1345 -2.4241 3.0997
2 C 2.1122 -0.8391 3.2677
3 C 2.0585 -0.1093 1.9017
4 C 2.9635 0.7982 1.4301
5 C 4.2108 1.2333 2.2583
6 C 5.5333 0.5489 1.7686
7 C 6.1896 0.9808 0.5468
8 C 7.4188 0.3656 0.0320
9 C 8.0606 -0.7222 0.7571
10 C 7.3980 -1.1607 1.9955
11 C 6.1848 -0.5495 2.5174
12 C 5.6244 -1.0938 3.8680
13 C 2.7279 1.4382 0.0210
14 O 3.2219 2.5230 -0.1637
15 C 1.9135 0.6647 -1.0810
16 C 2.1248 0.9113 -2.6036
17 F 0.9761 1.0295 -3.3173
18 F 2.9236 -0.1164 -3.0819
19 F 2.8412 2.0572 -2.8629
20 C 1.0349 -0.2658 -0.6019
21 P -0.0311 -1.3433 -1.7231
22 O -1.6167 -1.3749 -1.0580
23 O 0.5611 -2.9144 -1.8745
24 C 0.8788 -0.4661 0.9545
25 O -0.1186 -0.9276 1.4540
26 H 2.6216 -2.8767 4.0059
27 H 1.0900 -2.8350 3.0375
28 H 2.6897 -2.7543 2.1878
29 H 1.1833 -0.5463 3.8307
30 H 3.0078 -0.5561 3.8764
31 H 4.0617 1.1509 3.3610
32 H 4.3586 2.3345 2.0584
33 H 5.7789 1.8213 -0.0558
34 H 7.8530 0.7492 -0.9188
35 H 9.0051 -1.2049 0.4143
36 H 7.8396 -2.0029 2.5724
37 H 4.8262 -1.8697 3.7173
38 H 6.4312 -1.5780 4.4725
39 H 5.2385 -0.2077 4.4447
40 H -2.2749 -1.5237 -1.7712
41 H 1.5346 -2.9478 -1.8781
42 C -7.8802 -0.4622 -2.8048
43 C -7.4069 -1.9012 -2.8157
44 O -6.5457 -2.1493 -3.9418
45 C -5.2754 -1.7658 -3.8016
46 O -4.8255 -1.2401 -2.8222
47 C -4.4684 -2.1337 -5.0474
48 F -5.1119 -1.8144 -6.1833
49 F -4.2193 -3.4551 -5.0996
50 F -3.2830 -1.5116 -5.0857
51 H -8.3555 -0.2083 -3.7546
52 H -8.5946 -0.2988 -1.9973
53 H -7.0445 0.2267 -2.6713
54 H -8.2617 -2.5687 -2.9267
55 H -6.9075 -2.1682 -1.8825
56 C -3.2021 2.5664 -1.2435
57 C -2.7140 2.1492 0.1287
58 O -3.3429 2.9422 1.1510
59 C -4.5753 2.5671 1.5087
60 O -5.1705 1.6394 1.0402
61 C -5.0956 3.4641 2.6327
62 F -4.8650 4.7675 2.3928
63 F -4.5049 3.1753 3.8075
64 F -6.4153 3.3334 2.8182
65 H -3.0549 3.6383 -1.3929
66 H -2.6664 2.0235 -2.0236
67 H -4.2700 2.3719 -1.3577
68 H -1.6416 2.3324 0.2064
69 H -2.8730 1.0838 0.3065

Cartesian forces, eV/Å:
-0.415 0.201 0.328
-0.429 -0.363 -0.357
0.582 0.220 -0.929
-0.610 -1.222 0.340
0.513 1.130 -1.149
1.707 -1.243 -0.293
0.921 -1.152 0.394
-0.656 -0.741 1.719
-2.454 1.077 1.042
-0.320 1.254 -1.123
0.545 0.178 -1.328
0.225 0.517 -0.408
0.743 -0.133 0.656
-0.413 -0.392 -0.491
-0.862 -0.663 1.103
1.144 0.780 -0.250
1.376 -0.430 0.759
-1.376 0.922 0.233
-0.899 -1.301 0.539
0.094 -0.416 1.881
-1.903 0.796 -3.184
2.058 -0.601 0.158
-0.094 0.869 1.684
1.198 0.420 0.767
0.114 0.052 -0.839
-0.435 0.378 -0.893
1.030 0.444 -0.024
-0.315 0.355 0.732
0.904 -0.332 -0.410
-0.927 0.036 -0.784
-0.017 -0.220 -1.083
-0.228 -1.031 0.205
0.174 -0.718 0.665
-0.403 -0.335 0.928
-1.002 0.506 0.292
-0.330 0.770 -0.459
0.600 0.879 0.110
-0.578 0.489 -0.575
0.198 -1.124 -0.322
0.764 0.202 0.272
-0.383 0.048 0.061
0.225 0.225 -0.198
-0.573 0.211 0.519
0.650 -0.126 -0.326
-1.076 0.004 0.856
0.512 -0.103 -0.389
0.835 -0.242 -1.369
-0.120 0.050 0.447
-0.241 0.219 0.366
-0.396 -0.006 0.429
-0.087 -0.102 0.073
0.035 -0.061 -0.024
-0.033 -0.074 0.123
0.204 -0.079 -0.271
0.189 0.072 -0.175
-0.291 0.158 -0.019
0.304 -0.339 -0.658
-0.416 0.148 0.609
0.890 -0.633 -0.906
-0.302 0.342 0.422
-0.618 0.960 1.034
0.100 -0.358 -0.230
0.090 -0.215 -0.401
0.352 -0.269 -0.338
0.135 -0.065 0.003
0.013 -0.007 0.071
0.078 -0.124 0.009
-0.126 0.186 0.269
-0.175 0.124 0.108

Löwdin population analysis, charges in e, atoms 1 to 6: -0.0962, -0.1631, -0.0873, -0.0518, -0.0808, -0.1347

3.
Entry from the OMol25 dataset: one molecule with the formula C25H26N2O5 (ωB97M-V/def2-TZVPD).

## Properties
E: -1454.03700 hartree
HOMO: -7.93 eV
Energy relative to the best compared isomer or geometry (same formula, charge and spin): 1.8 kcal per mole

Cartesian coordinates (Å):
1 C 1.8418 4.8182 -4.6906
2 C 0.6929 4.1168 -3.9824
3 O 1.1401 2.9392 -3.3051
4 C 1.2448 1.8271 -4.0212
5 O 1.0081 1.7337 -5.1973
6 C 1.7682 0.6682 -3.1615
7 C 1.4191 -0.6929 -3.7635
8 O 1.4252 0.7856 -1.7981
9 C 0.1181 0.8870 -1.4199
10 C -0.9654 0.9755 -2.2717
11 C -2.2608 1.0795 -1.7660
12 C -2.4867 1.0832 -0.4123
13 C -1.4065 0.9852 0.4691
14 C -1.6770 0.9295 1.9020
15 O -2.7892 1.0197 2.3952
16 N -0.5686 0.7228 2.7086
17 C -0.7816 0.4466 4.1122
18 C -0.0569 -0.8168 4.5810
19 O 0.5801 -0.8091 5.6172
20 N -0.0873 -1.9022 3.7706
21 C 0.8572 -2.9777 4.0652
22 C 1.3589 -3.6713 2.7959
23 C 1.2758 -2.7204 1.5970
24 C -0.1741 -2.3866 1.4295
25 C -0.8742 -2.4990 0.2425
26 C -2.2422 -2.2823 0.2163
27 C -2.9227 -1.9998 1.3878
28 C -2.2361 -1.8804 2.5835
29 C -0.8575 -2.0336 2.5960
30 C 0.7082 0.7253 2.2270
31 C 0.9817 0.8123 0.9109
32 C -0.0956 0.8961 -0.0205
33 H 1.4827 5.7397 -5.1394
34 H 2.6333 5.0522 -3.9828
35 H 2.2428 4.1788 -5.4733
36 H 0.2657 4.7448 -3.1985
37 H -0.0828 3.8368 -4.7025
38 H 2.8623 0.7848 -3.1605
39 H 0.3710 -0.9304 -3.6026
40 H 1.6144 -0.6684 -4.8317
41 H 2.0254 -1.4668 -3.3007
42 H -0.8322 0.9730 -3.3428
43 H -3.0863 1.1528 -2.4578
44 H -3.4803 1.1531 0.0006
45 H -0.4038 1.2675 4.7316
46 H -1.8623 0.3739 4.2657
47 H 0.3792 -3.7023 4.7333
48 H 1.6838 -2.5187 4.6153
49 H 2.3835 -4.0090 2.9522
50 H 0.7441 -4.5478 2.5807
51 H 1.6734 -3.1919 0.6982
52 H 1.8588 -1.8188 1.8012
53 H -0.3458 -2.7568 -0.6639
54 H -2.7803 -2.3561 -0.7164
55 H -3.9925 -1.8643 1.3756
56 H -2.7681 -1.6642 3.4966
57 H 1.4823 0.6455 2.9768
58 H 1.9942 0.8131 0.5479

Cartesian forces, eV/Å:
-0.173 -0.309 0.201
-0.129 0.367 -0.402
0.187 -0.019 0.258
0.166 -0.130 0.095
-0.014 0.023 -0.037
0.078 -0.185 -0.380
0.070 0.296 0.162
-0.059 0.038 0.207
-0.287 -0.065 0.171
0.369 -0.043 -0.074
-0.118 0.014 0.205
-0.063 0.041 0.023
0.215 0.032 -0.564
-0.070 0.143 0.278
-0.174 0.084 -0.083
-0.236 0.160 -0.019
-0.137 0.086 0.435
-0.079 0.396 -0.013
-0.028 0.129 0.194
0.167 -0.278 -0.103
0.289 -0.258 0.318
-0.006 0.058 -0.082
-0.006 -0.155 0.076
0.098 0.099 0.045
0.025 -0.019 0.076
-0.115 -0.084 -0.020
-0.047 -0.026 -0.067
0.157 -0.210 0.062
-0.451 -0.105 -0.381
0.495 0.096 -0.556
0.205 -0.036 0.392
-0.333 0.067 -0.102
-0.014 0.119 -0.058
0.068 0.069 0.041
0.032 0.005 -0.072
0.016 -0.109 -0.096
0.054 0.062 0.170
-0.232 0.012 -0.051
-0.072 -0.035 -0.039
0.000 -0.046 -0.051
0.041 -0.034 0.055
-0.016 -0.048 -0.066
-0.077 0.005 -0.049
-0.099 -0.002 0.028
-0.057 -0.188 -0.067
0.217 0.022 0.004
0.120 0.067 0.009
-0.139 -0.114 -0.078
-0.015 -0.056 0.058
0.063 -0.017 -0.017
0.016 0.056 -0.029
0.037 -0.004 -0.036
0.074 -0.037 -0.106
-0.062 -0.007 -0.092
-0.114 0.056 -0.008
-0.039 0.045 0.102
0.059 -0.013 0.041
0.142 -0.017 0.093

Löwdin population analysis, charges in e, atoms 1 to 6: -0.0577, -0.2006, 0.0115, -0.4850, 0.1242, -0.2554

4.
Entry from the OMol25 dataset: C25H26N4O4 as an isolated structure in a non-equilibrium geometry (ωB97M-V/def2-TZVPD).

## Properties
E: -1487.39070 hartree
HOMO: -8.02 eV
Energy relative to the best compared isomer or geometry (same formula, charge and spin): 595.2 kcal per mole

Cartesian coordinates (Å):
1 C -5.8442 -1.9327 1.8424
2 C -6.1362 -1.9055 0.4964
3 C -6.1359 -0.5787 -0.3966
4 O -5.6563 0.4441 0.1820
5 C -4.3371 0.3606 0.1971
6 C -3.5200 -0.5484 0.0327
7 C -2.1985 -0.3973 0.3270
8 C -1.6344 0.9350 0.5751
9 C -2.5696 1.9281 0.9913
10 C -3.8308 1.6714 0.9042
11 H -4.6362 2.6729 1.2335
12 H -2.2685 2.9038 1.4568
13 C -0.1520 0.8721 0.7518
14 N 0.6001 0.1646 1.3881
15 C 1.8287 0.5303 1.1904
16 C 1.7916 1.8099 0.9436
17 N 0.5864 1.9908 0.5919
18 C 0.1210 3.2392 -0.1699
19 H 1.0888 4.1141 -0.2741
20 H -0.7666 3.8008 0.2881
21 C -0.1562 2.8837 -1.7959
22 C 0.9813 2.3070 -2.1913
23 O 1.1877 1.0033 -1.8022
24 C 2.2826 0.2655 -2.1129
25 H 2.3110 -0.6057 -2.0809
26 H 2.4540 0.1474 -3.3898
27 H 3.2664 0.5497 -1.9607
28 H 2.0539 2.9335 -2.1427
29 H 0.9051 2.1567 -3.3307
30 H -0.3297 3.7441 -2.2018
31 H -0.9395 2.3041 -1.7918
32 C 3.0503 2.5372 0.5156
33 O 3.2844 3.7167 0.2024
34 N 4.1377 1.6631 1.0532
35 C 4.1560 0.4279 1.5643
36 O 5.2772 0.1583 1.8838
37 N 2.9935 -0.1092 1.5307
38 C 2.8875 -1.5021 2.3412
39 C 2.7600 -2.3188 0.8461
40 C 3.8047 -2.5622 0.2052
41 C 3.8991 -3.4838 -0.9094
42 C 2.4367 -3.7239 -1.3012
43 C 1.3364 -3.5100 -0.7983
44 C 1.4844 -2.8927 0.3792
45 H 0.5428 -2.4163 0.8329
46 H 0.6201 -3.8323 -1.2082
47 H 2.5797 -4.4643 -2.4188
48 H 4.8426 -3.8078 -1.5848
49 H 4.9137 -2.2844 0.3733
50 H 3.6699 -1.6908 2.6775
51 H 2.0339 -1.5966 2.6583
52 H 5.0976 2.2663 0.9373
53 H -1.2214 -0.9773 -0.2261
54 H -3.7473 -1.4783 -0.3312
55 H -7.2169 -0.4466 -0.4501
56 H -5.7818 -0.8001 -1.1281
57 H -6.6875 -2.8419 -0.0672
58 H -6.0031 -2.8353 2.3870
59 H -5.4971 -0.9593 2.2843

Cartesian forces, eV/Å:
-0.443 1.537 -3.395
-1.264 -1.201 0.874
-11.704 -3.053 13.943
1.802 3.978 1.658
-2.846 12.082 5.808
4.372 -6.079 -1.453
7.371 3.610 -2.600
-0.840 -4.763 1.183
4.362 1.792 0.921
-6.550 0.385 -1.501
2.219 -3.788 -1.119
-0.006 -1.122 -0.595
-4.481 7.299 -1.132
1.432 -10.966 2.716
3.171 -1.427 3.210
6.136 3.682 -3.091
-6.912 7.466 -4.409
1.577 2.372 -1.436
-2.853 -2.999 0.843
1.392 -1.221 -0.392
0.363 1.356 9.080
9.220 -1.986 -7.327
-1.039 -1.955 2.711
0.474 12.311 -7.265
-1.345 -14.232 2.486
-0.776 1.005 2.273
1.797 1.841 1.480
-2.838 -1.146 0.464
0.228 0.659 0.686
-1.023 5.043 -2.628
-4.329 -3.308 -0.443
1.078 -0.106 3.523
-0.615 -2.910 -0.065
0.451 8.637 -4.230
2.290 3.871 -1.387
1.963 -3.813 2.056
-2.831 -5.710 4.241
-4.631 4.512 -16.332
-8.351 -0.217 6.053
11.787 -3.535 -5.960
-4.942 1.415 -0.548
15.294 -6.474 -10.144
3.196 4.871 7.942
-1.166 5.033 4.493
1.457 -1.189 0.024
-10.674 -3.929 -5.101
-1.156 2.190 3.151
-2.632 0.972 1.993
-2.072 0.489 1.018
12.172 -2.904 6.095
-8.520 -0.610 4.533
-2.993 -2.644 0.644
-3.432 0.500 1.933
-1.006 -2.177 -0.886
-0.151 0.126 -0.759
7.267 -4.261 -15.842
1.715 2.277 1.532
0.079 -0.222 0.580
-0.243 -1.366 -0.104

Löwdin population analysis, charges in e, atoms 1 to 6: 0.0109, -0.0964, -0.2751, 0.0267, -0.2797, -0.1092

Question: Which of these has the lowest HOMO?
Answer: C25H26F9O8P

Question: Which value of E does entry 1 give?
Answer: -1097.54701 hartree